This record from the Open Molecules 2025 dataset describes C20H32IrO4PSSe2Si2Te as an isolated structure. The level of theory is ωB97M-V/def2-TZVPD.

Positions of all 64 atoms, in Å:
Ir 0.040 0.210 0.925
Se 2.400 -0.037 1.112
P 2.519 -0.729 -0.996
Se 0.346 -0.611 -1.319
C 3.156 -2.392 -1.120
C 2.357 -3.457 -1.521
C 2.914 -4.725 -1.617
C 4.249 -4.921 -1.303
C 5.045 -3.856 -0.894
C 4.504 -2.587 -0.807
C 3.506 0.322 -2.051
C 3.740 -0.101 -3.361
C 4.449 0.714 -4.226
C 4.930 1.941 -3.782
C 4.702 2.358 -2.479
C 3.983 1.552 -1.609
H 1.309 -3.307 -1.744
H 2.300 -5.558 -1.930
H 4.678 -5.912 -1.373
H 6.086 -4.017 -0.648
H 5.129 -1.756 -0.500
H 3.384 -1.066 -3.702
H 4.636 0.391 -5.240
H 5.491 2.572 -4.458
H 5.087 3.309 -2.138
H 3.802 1.881 -0.592
C -1.110 4.310 -4.656
Si -1.758 3.381 -3.186
C -3.176 4.257 -2.350
C -2.238 1.643 -3.652
C -0.305 3.279 -1.909
Te -1.107 2.287 -0.245
C -1.231 3.945 1.011
Si 0.317 4.559 1.948
C 1.705 4.806 0.722
C -0.173 6.168 2.737
C 0.790 3.274 3.205
H -1.870 4.387 -5.436
H -0.244 3.798 -5.081
H -0.804 5.324 -4.389
H -3.997 4.361 -3.064
H -2.902 5.262 -2.018
H -3.589 3.715 -1.494
H -3.136 1.673 -4.274
H -2.476 1.002 -2.800
H -1.447 1.158 -4.230
H 0.072 4.263 -1.630
H 0.504 2.680 -2.334
H -2.009 3.656 1.719
H -1.606 4.712 0.326
H 1.457 5.543 -0.045
H 1.986 3.874 0.222
H 2.593 5.169 1.245
H -0.458 6.906 1.983
H 0.653 6.585 3.315
H -1.018 6.034 3.415
H 0.949 2.294 2.750
H 0.029 3.152 3.977
H 1.725 3.569 3.688
O -3.484 1.246 0.993
S -2.675 0.311 1.711
O -3.253 -0.445 2.760
O -1.862 -0.582 0.709
O -1.394 1.104 2.195

Computed properties:
strongest force on any atom = 0.040 Eh/bohr
energy above the lowest of the compared OMol25 structures with the same formula, charge and spin = 8.7 kcal/mol
charge = +1
orbital gap (alpha / beta) = 6.464 / 6.551 eV
multiplicity = 2
<S²> = 0.767

This record from the Open Molecules 2025 dataset describes a 2-piece molecular cluster, C20H32N4O9 overall. The level of theory is ωB97M-V/def2-TZVPD.

Positions of all 65 atoms, in Å:
N 3.456 6.785 -1.969
C 2.595 5.888 -2.571
C 2.475 4.592 -2.073
C 1.611 3.679 -2.689
C 0.858 4.059 -3.813
O -0.012 3.218 -4.455
C 0.471 1.884 -4.691
O 0.115 1.005 -3.611
C -1.304 0.864 -3.397
C -1.536 -0.087 -2.219
O -0.892 0.436 -1.052
C -2.014 0.344 -4.665
O -1.642 -1.004 -4.982
C -1.661 1.221 -5.871
O -2.167 0.629 -7.075
C -0.140 1.382 -6.009
O 0.125 2.304 -7.083
C 0.973 5.369 -4.290
C 1.843 6.278 -3.678
H 4.145 6.415 -1.317
H 3.681 7.640 -2.473
H 3.048 4.287 -1.203
H 1.520 2.677 -2.283
H 1.562 1.894 -4.796
H -1.731 1.838 -3.134
H -2.608 -0.199 -2.033
H -1.128 -1.076 -2.449
H 0.053 0.574 -1.261
H -3.097 0.388 -4.507
H -1.909 -1.175 -5.906
H -2.118 2.207 -5.735
H -1.792 1.110 -7.839
H 0.303 0.406 -6.237
H -0.050 3.213 -6.776
H 0.380 5.679 -5.143
H 1.925 7.290 -4.060
C 1.312 -5.739 5.022
N -0.149 -5.814 5.094
C -1.051 -4.823 5.147
O -2.240 -5.111 5.128
C -0.659 -3.331 5.246
C -0.481 -2.760 3.830
C -0.436 -1.226 3.792
C -0.282 -0.729 2.360
N -1.340 -0.281 1.721
O 0.794 -0.758 1.789
N 0.541 -3.044 6.047
C 0.675 -3.171 7.365
C -0.514 -3.575 8.215
O 1.756 -2.968 7.892
H 1.730 -5.494 6.001
H 1.714 -6.704 4.710
H 1.623 -4.986 4.296
H -0.561 -6.734 5.042
H -1.510 -2.821 5.700
H -1.321 -3.088 3.215
H 0.435 -3.157 3.390
H 0.411 -0.863 4.374
H -1.352 -0.822 4.223
H -2.240 -0.246 2.157
H -1.190 0.007 0.757
H 1.375 -2.758 5.558
H -0.833 -4.581 7.948
H -1.329 -2.872 8.064
H -0.215 -3.559 9.263

Computed properties:
strongest force on any atom = 0.041 Eh/bohr
SMILES = Nc1ccc(O[C@H]2O[C@H](CO)[C@H](O)[C@H](O)[C@H]2O)cc1.CNC(=O)[C@H](CCC(N)=O)NC(C)=O
energy above the lowest of the compared OMol25 structures with the same formula, charge and spin = 7.6 kcal/mol
charge = 0
orbital gap = 8.511 eV

This record from the Open Molecules 2025 dataset describes C20H32N6O7Yb as an isolated structure. The level of theory is ωB97M-V/def2-TZVPD.

Positions of all 66 atoms, in Å:
O -0.911 5.882 -2.871
H -0.585 6.791 -2.780
Yb 0.314 1.470 -0.860
N 0.465 -0.498 -2.021
N -1.431 1.680 -2.186
N 1.877 0.805 0.640
N 0.324 3.146 0.507
O 1.361 -1.431 -1.784
O 2.702 -0.362 0.548
O -0.626 4.211 0.324
O -2.251 2.550 -1.710
C -1.643 0.512 -2.803
C -0.654 -0.621 -2.756
C 1.904 1.631 1.665
C 0.975 2.871 1.609
C -0.774 -1.875 -3.507
H -0.747 -2.681 -2.765
H 0.124 -1.934 -4.137
H -1.692 -1.851 -4.081
C -2.872 0.598 -3.603
H -2.808 1.544 -4.161
H -3.696 0.678 -2.883
H -2.922 -0.271 -4.239
C 2.793 1.419 2.830
C 0.926 3.839 2.727
H 3.587 0.742 2.495
H 2.195 0.954 3.622
H 3.172 2.402 3.125
H -0.030 4.364 2.624
H 1.761 4.530 2.569
H 1.019 3.272 3.650
H 2.260 -0.860 -0.215
H -0.962 4.037 -0.599
C 0.237 5.048 -3.032
H -0.130 4.068 -3.368
H 0.720 4.896 -2.050
H 0.947 5.486 -3.768
O 2.345 1.720 -2.104
H 2.626 1.529 -1.170
H 1.974 0.849 -2.410
C -1.110 -4.391 1.444
N -1.563 -3.064 1.130
N -0.709 -2.025 1.017
C -1.485 -0.885 0.778
O -1.004 0.242 0.528
C -2.835 -1.303 0.760
C -2.831 -2.657 0.957
C -3.991 -3.567 0.984
C 0.644 -2.178 1.485
C 1.517 -3.076 0.848
C 2.777 -3.340 1.396
C 3.181 -2.703 2.575
C 2.314 -1.804 3.202
C 1.054 -1.536 2.659
H -0.480 -4.803 0.651
H -1.999 -5.015 1.528
H -0.575 -4.441 2.399
H -3.664 -0.643 0.560
H -3.927 -4.314 0.180
H -4.107 -4.051 1.963
H -4.882 -2.949 0.805
H 1.192 -3.586 -0.063
H 3.457 -4.035 0.892
H 4.180 -2.879 2.991
H 2.618 -1.294 4.122
H 0.356 -0.842 3.140

Computed properties:
strongest force on any atom = 0.095 Eh/bohr
charge = +1
orbital gap (alpha / beta) = 5.402 / 5.398 eV
multiplicity = 2
<S²> = 0.751

This record from the Open Molecules 2025 dataset describes C20H32N7O2RuS3 as an isolated structure. The level of theory is ωB97M-V/def2-TZVPD.

Positions of all 65 atoms, in Å:
Ru 0.396 0.668 -0.032
C 0.978 0.373 2.908
C -0.123 -0.614 2.502
N -0.952 -0.003 1.434
C -1.817 1.106 1.933
C -1.994 2.149 0.845
N -0.682 2.453 0.210
C 0.234 3.390 0.911
C 0.977 2.737 2.073
N 1.372 1.309 1.795
H 0.661 0.975 3.757
H 1.855 -0.185 3.233
H 0.312 -1.515 2.082
H -0.729 -0.885 3.369
H -1.540 -0.700 0.982
H -2.783 0.710 2.248
H -1.347 1.537 2.814
H -2.639 1.758 0.058
H -2.453 3.056 1.245
H -0.871 2.864 -0.701
H 0.947 3.720 0.156
H -0.303 4.273 1.269
H 1.863 3.331 2.301
H 0.360 2.750 2.969
H 2.379 1.257 1.709
O -2.766 -1.766 -2.235
C -2.681 -1.065 -3.389
C -3.598 -1.391 -4.385
C -3.576 -0.731 -5.594
C -2.636 0.271 -5.844
C -1.728 0.599 -4.866
C -1.734 -0.053 -3.620
C -0.758 0.352 -2.606
O -0.841 -0.182 -1.402
N 0.162 1.228 -2.903
N 1.016 1.472 -1.836
C 2.135 2.029 -2.154
S 2.550 2.396 -3.795
C 4.044 3.334 -3.364
C 4.661 2.728 -2.119
S 3.315 2.465 -0.924
H -2.039 -1.483 -1.664
H -4.313 -2.175 -4.181
H -4.297 -0.998 -6.356
H -2.620 0.784 -6.795
H -0.992 1.371 -5.039
H 3.781 4.380 -3.215
H 4.727 3.258 -4.209
H 5.380 3.399 -1.652
H 5.135 1.772 -2.334
S 1.410 -1.457 -0.409
C 3.012 -1.598 0.243
N 3.474 -2.807 0.505
C 4.848 -3.087 0.934
C 5.762 -1.992 0.417
C 5.211 -0.636 0.825
N 3.792 -0.533 0.445
H 2.834 -3.576 0.371
H 5.131 -4.060 0.539
H 4.881 -3.142 2.024
H 5.836 -2.053 -0.670
H 6.760 -2.124 0.830
H 5.743 0.168 0.319
H 5.316 -0.480 1.900
H 3.489 0.325 0.004

Computed properties:
strongest force on any atom = 0.029 Eh/bohr
energy above the lowest of the compared OMol25 structures with the same formula, charge and spin = 16.9 kcal/mol
charge = +2
orbital gap (alpha / beta) = 7.481 / 5.273 eV
multiplicity = 2
<S²> = 0.755

Question: charge of number 1 (C20H32IrO4PSSe2Si2Te)?
Answer: +1